Computed, not measured: a molecular structure, C39H42BCl5GeMnN5O2SSe, with ωB97M-V/def2-TZVPD.

```
98
C39H42BCl5GeMnN5O2SSe | the OMol25 dataset | ωB97M-V/def2-TZVPD
Mn 1.50561 1.55865 0.12861
Cl -0.75170 -1.99931 5.81343
C 0.54529 -1.16188 5.05836
C 1.23703 -1.83551 4.02076
C 2.32916 -1.15794 3.45274
Cl 2.86744 -1.53043 1.82630
C 3.01757 -0.26685 4.31974
Cl 4.73039 -0.27719 4.27208
C 2.28794 0.47215 5.29416
Cl 3.09262 1.69469 6.15686
C 0.93592 0.10584 5.54400
Cl -0.08576 1.18588 6.36224
C 1.52295 -1.02514 -2.54026
Ge 1.97925 0.91277 -2.29153
C 3.63519 0.57628 -3.31952
C 3.75376 1.22602 -4.57778
C 4.86785 0.98367 -5.41703
C 5.90213 0.18634 -4.92156
C 5.90365 -0.34267 -3.64498
C 4.71184 -0.16371 -2.87221
C 0.56504 1.62798 -3.58814
C -0.51916 0.81899 -3.91852
C -1.54234 1.26598 -4.76990
C -1.48347 2.50176 -5.36052
C -0.41022 3.37036 -5.03985
C -0.40281 4.70590 -5.49836
C 0.53283 5.59530 -5.07849
C 1.52370 5.17095 -4.16165
C 1.58913 3.90572 -3.68112
C 0.62544 2.92125 -4.12625
H 1.26627 -1.23088 -3.55621
H 0.77002 -1.35593 -1.79416
H 2.43188 -1.57642 -2.29171
H 2.97797 1.94474 -4.89395
H 4.95507 1.44003 -6.38467
H 6.82987 -0.02394 -5.43363
H 6.74104 -0.91015 -3.28926
H 4.72351 -0.59525 -1.88754
H -0.67882 -0.08403 -3.36192
H -2.42997 0.65879 -4.87510
H -2.29478 2.84138 -5.98601
H -1.20038 5.03809 -6.09634
H 0.59880 6.62008 -5.46879
H 2.32045 5.89365 -3.87213
H 2.39651 3.57311 -3.05572
Se -1.51565 3.31040 1.80334
N -0.55358 4.78516 2.38130
C 0.74581 4.47156 2.38248
C 1.82640 5.38393 2.56290
C 3.06902 5.04507 2.04913
C 3.35783 3.80219 1.54569
N 2.37808 2.86937 1.40151
C 1.12505 3.15151 1.80646
N 0.11805 2.39124 1.33100
H 1.63189 6.23817 3.21313
H 3.87413 5.75868 2.01245
H 4.35267 3.50642 1.31825
C 1.76835 -5.95935 1.83238
C 0.51437 -5.24973 2.28350
C -0.64923 -5.45375 1.32453
O 0.86743 -3.81920 2.24811
B 0.85524 -3.27653 3.49994
O 0.66920 -4.24299 4.46697
C 0.25710 -5.46750 3.82142
C 0.99470 -6.62866 4.46237
C -1.26811 -5.60537 4.09901
H 1.86870 -5.98090 0.73376
H 1.81344 -7.00886 2.04969
H 2.65234 -5.54269 2.22906
H -0.27076 -5.38375 0.30467
H -1.48739 -4.75275 1.47221
H -1.06837 -6.45110 1.54609
H 2.05398 -6.40306 4.52941
H 0.98211 -7.61054 4.00605
H 0.57803 -6.82430 5.48716
H -1.93079 -4.92254 3.53483
H -1.52588 -5.52801 5.19887
H -1.58791 -6.59728 3.73654
C -6.62875 1.33084 1.37130
N -5.41430 0.56881 1.07422
C -5.10680 -0.42726 2.04949
C -4.65571 0.80039 -0.03303
S -3.01780 0.47193 -0.05882
N -5.33584 1.15352 -1.17843
C -6.36096 0.22957 -1.54561
C -4.67444 1.88782 -2.20053
H -6.40685 1.76167 2.33329
H -7.44747 0.63566 1.45751
H -6.84892 2.09060 0.59620
H -4.08743 -0.80407 1.80874
H -5.86981 -1.18055 2.04032
H -5.04636 0.01789 3.05441
H -6.32371 -0.74274 -1.01559
H -6.22039 0.02080 -2.61912
H -7.39037 0.61875 -1.44825
H -3.74801 2.37706 -1.91284
H -5.35018 2.67438 -2.54736
H -4.43589 1.25095 -3.09462
```

Summary:
- E_HOMO (alpha / beta): -0.360 / -0.360 Ha
- M: 1039.45 g mol⁻¹
- Gap between HOMO and LUMO (alpha / beta): 4.118 / 4.065 eV
- Charge: +1
- 2S+1: 6
- Relative energy (zero: lowest compared OMol25 entry of this formula, charge and spin): 47.8 kcal per mole
- E: -279968.88436 eV

Computed, not measured: 2 unconnected molecules or ions with the total composition C3H9S3, with ωB97M-V/def2-TZVPD.

```
15
C3H9S3 | the OMol25 dataset | ωB97M-V/def2-TZVPD
C -1.43767 -1.86588 2.39477
S 0.38180 -1.84859 2.32382
H -1.88095 -2.80767 1.98332
H -1.74197 -1.75020 3.46622
H -1.87330 -1.00933 1.82889
C 1.90816 -0.08051 0.38847
S 0.41826 0.76578 -0.24399
S 0.91679 0.93422 -2.32595
C -0.52796 1.94254 -2.75165
H 1.79146 -1.11100 0.05454
H 2.82140 0.34926 -0.07427
H 1.80329 0.07949 1.45449
H -0.77742 2.57957 -1.87827
H -0.41718 2.55547 -3.67389
H -1.38471 1.26685 -2.94652
```

Summary:
- E_HOMO: -0.084 Ha
- M: 141.31 g mol⁻¹
- Gap between HOMO and LUMO: 5.223 eV
- Charge: -1
- Relative energy (zero: lowest compared OMol25 entry of this formula, charge and spin): 27.3 kcal per mole
- E: -35762.83297 eV

Computed, not measured: a molecular structure, C30H23AsMoN7O7S, with ωB97M-V/def2-TZVPD.

```
70
C30H23AsMoN7O7S | the OMol25 dataset | ωB97M-V/def2-TZVPD
Mo 0.23816 -0.10766 0.46000
C -2.21629 3.17663 -1.53289
C -1.98724 4.34768 -0.82259
C -1.22015 4.28182 0.32527
C -0.70296 3.05959 0.74250
N -0.89166 1.91767 0.03478
C -1.64815 2.00453 -1.08185
N 0.01744 3.10733 1.93203
C 0.39629 2.09587 2.58636
N 0.30029 0.72594 2.15711
C 0.27486 -0.09378 3.36061
N -0.40938 -1.14562 3.46871
C -1.34461 -1.66525 2.58186
C -2.18270 -2.61553 3.03157
C -3.22544 -3.15933 2.16809
C -3.52686 -2.38601 0.91262
C -2.62451 -1.27567 0.62046
N -1.55152 -1.05376 1.30487
C 0.93933 0.71165 4.38779
C 1.34499 0.37636 5.66558
C 1.83442 1.40636 6.46190
C 1.87976 2.72523 6.00352
C 1.44223 3.06361 4.72962
C 0.98374 2.03160 3.92742
H -2.81729 3.16666 -2.43068
H -2.39960 5.29105 -1.15484
H -1.01422 5.15235 0.93086
H -1.78514 1.09034 -1.63782
H -2.10476 -2.93746 4.06045
H -4.03381 -3.73437 2.60194
H -4.51333 -2.40732 0.46830
H -2.80891 -0.64812 -0.24537
H 1.28867 -0.63996 6.02911
H 2.17816 1.18689 7.46355
H 2.25305 3.49813 6.66145
H 1.45321 4.08674 4.38067
O 0.07800 -5.31895 -2.82234
As -0.40399 -4.29552 -1.51642
O -2.80381 -3.61505 0.89303
O 0.99068 -1.49937 0.92841
C -1.83987 -3.47374 -2.54809
C -3.01343 -4.12181 -2.89623
C -3.89866 -3.49942 -3.77649
C -3.61901 -2.24901 -4.31474
C -2.44916 -1.58168 -3.96801
C -1.59661 -2.21181 -3.07777
S -0.09774 -1.49922 -2.57577
O 0.54599 -0.67293 -3.52353
O 0.68082 -2.66782 -2.05827
O -0.45819 -0.67349 -1.32397
H 0.74183 -5.98068 -2.57219
H -3.24074 -5.11491 -2.52889
H -4.80427 -4.01592 -4.06565
H -4.30328 -1.80253 -5.02307
H -2.19777 -0.62182 -4.40107
N 6.31188 1.58420 -3.10714
C 5.04785 2.03129 -3.18131
O 4.59507 2.77712 -4.01742
C 4.06800 1.51870 -2.14335
C 3.91721 0.17162 -1.83197
C 2.87807 -0.21730 -1.01748
N 1.99807 0.67010 -0.49781
C 2.17283 1.98611 -0.77131
C 3.18223 2.43622 -1.58475
H 6.97750 1.92186 -3.78703
H 6.65792 1.07017 -2.31583
H 4.58226 -0.58022 -2.23486
H 2.72820 -1.25842 -0.76505
H 1.48670 2.67997 -0.31629
H 3.26933 3.49007 -1.81029
```

Summary:
- E_HOMO (alpha / beta): -0.610 / -0.610 Ha
- M: 796.49 g mol⁻¹
- Gap between HOMO and LUMO (alpha / beta): 5.129 / 5.128 eV
- Charge: +3
- Relative energy (zero: lowest compared OMol25 entry of this formula, charge and spin): 19.3 kcal per mole
- E: -129750.41604 eV

Computed, not measured: a single C3H8N2O3S molecule, with ωB97M-V/def2-TZVPD.

```
17
C3H8N2O3S | the OMol25 dataset | ωB97M-V/def2-TZVPD
C -0.42306 1.32482 0.17375
C 0.96463 1.65286 0.67073
C 0.29190 -2.34651 0.23471
N -0.40547 0.99037 -1.26136
N 0.72759 -0.97513 -0.09427
O 1.74883 -0.21533 -2.35059
O -0.46814 -1.27271 -2.44261
O 1.56673 2.67197 0.57449
S 0.38733 -0.56637 -1.53110
H -0.79719 0.35990 0.57824
H -1.09131 2.20591 0.38443
H 1.30275 0.71854 1.19800
H 1.04150 -2.73517 0.88870
H -0.52984 -2.21393 0.91007
H 0.29272 -3.14954 -0.46273
H 0.07377 1.57736 -1.96000
H 2.46762 0.06517 -1.80282
```

Summary:
- E_HOMO: -0.347 Ha
- M: 152.18 g mol⁻¹
- Gap between HOMO and LUMO: 9.915 eV
- Relative energy (zero: lowest compared OMol25 entry of this formula, charge and spin): 93.6 kcal per mole
- E: -23195.04273 eV

Computed, not measured: a single C4H3NO2 molecule, with ωB97M-V/def2-TZVPD.

```
10
C4H3NO2 | the OMol25 dataset | ωB97M-V/def2-TZVPD
C 0.13088 0.09024 -0.02183
C -0.33919 1.38422 -0.56205
C 1.38619 -0.53699 0.01337
C 0.45266 2.35013 -1.04424
N 2.48250 -0.26175 -0.69723
O 3.57932 -0.87934 -0.47813
O 1.11134 3.23804 -1.31056
H -0.66602 -0.19038 0.70393
H -1.51387 1.50924 -0.77042
H 1.39251 -1.38791 0.77947
```

Summary:
- E_HOMO: -0.328 Ha
- M: 97.07 g mol⁻¹
- Gap between HOMO and LUMO: 7.636 eV
- Relative energy (zero: lowest compared OMol25 entry of this formula, charge and spin): 111.9 kcal per mole
- E: -9776.83439 eV

Computed, not measured: a single C5H10N2O molecule, with ωB97M-V/def2-TZVPD.

```
18
C5H10N2O | the OMol25 dataset | ωB97M-V/def2-TZVPD
C 2.04526 0.67218 -0.57579
C -1.68841 1.57542 0.58241
C 0.42912 -0.99631 0.17019
C -0.89951 -0.79693 -0.04962
N 1.24249 -2.11446 0.14807
C -0.83660 0.64848 -0.23899
O -1.97862 -1.59258 0.29348
N 0.87832 0.31802 0.22475
H -2.68068 -1.45543 -0.35197
H 0.73149 -2.98470 0.18184
H 2.00751 -2.08785 0.80796
H -0.63779 1.01467 -1.24534
H 2.08153 1.75787 -0.67504
H 2.95624 0.36327 -0.05502
H 2.05212 0.21543 -1.57415
H -1.15959 2.51651 0.74029
H -2.62290 1.81081 0.06583
H -1.91997 1.13560 1.55111
```

Summary:
- E_HOMO: -0.258 Ha
- M: 114.15 g mol⁻¹
- Gap between HOMO and LUMO: 7.923 eV
- Relative energy (zero: lowest compared OMol25 entry of this formula, charge and spin): 67.2 kcal per mole
- E: -10372.39287 eV

Computed, not measured: 2 unconnected molecules or ions with the total composition C3H4ClN3, with ωB97M-V/def2-TZVPD.

```
11
C3H4ClN3 | the OMol25 dataset | ωB97M-V/def2-TZVPD
C -2.05944 -0.02405 -0.81750
C -0.76642 0.42609 -0.68106
C 1.58088 -0.56290 0.64662
N -2.23132 -1.23207 -0.28615
N -1.08717 -1.65507 0.17142
N -0.27361 -0.70024 -0.08685
Cl 2.79936 -0.44056 -0.63663
H -3.10316 0.37722 -1.23576
H -0.07337 1.27655 -0.90401
H 1.67329 -1.46275 1.13937
H 1.46866 0.28076 1.23533
```

Summary:
- E_HOMO: -0.360 Ha
- M: 117.54 g mol⁻¹
- Gap between HOMO and LUMO: 9.543 eV
- Relative energy (zero: lowest compared OMol25 entry of this formula, charge and spin): 88.2 kcal per mole
- E: -20164.73133 eV